This record from the OMol25 dataset describes one molecule with the formula C3H5FS. The level of theory is ωB97M-V/def2-TZVPD.

The geometry in XYZ format:
```
10
Properties=species:S:1:pos:R:3:mulliken_charge:R:1
F 1.54 -1.26 -0.02 -0.263
C 0.73 -0.36 0.62 0.239
C 0.65 0.78 -0.07 -0.410
C -0.44 -0.29 -0.20 -0.427
S -2.17 -0.59 0.15 -0.210
H 0.61 0.11 1.68 0.262
H 1.47 0.88 -0.96 0.194
H 0.20 1.64 0.42 0.277
H 0.01 -1.23 -0.98 0.231
H -2.62 0.32 -0.65 0.108
```

Calculated values
- Energy above the lowest of the compared OMol25 structures with the same formula, charge and spin: 86.8 kcal per mole
- Largest force on an atom: 8.5 eV Å⁻¹
- Net charge: 0
- Structure (SMILES): F[C@H]1C[C@@H]1S
- E_HOMO: -9.1 eV
- Multiplicity: 1
- Gap between HOMO and LUMO: 0.3705 Ha